{"formula": "C19H33BeCl2N4O4", "method": "wB97M-V/def2-TZVPD", "symbols": ["O", "C", "C", "C", "H", "C", "H", "C", "H", "C", "H", "C", "H", "H", "C", "C", "H", "H", "H", "C", "C", "H", "H", "H", "H", "Be", "Cl", "Cl", "H", "H", "C", "C", "N", "H", "C", "O", "H", "H", "H", "H", "H", "H", "C", "C", "N", "H", "C", "O", "H", "H", "H", "H", "C", "N", "C", "N", "O", "H", "H", "H", "H", "H", "H"], "coordinates": [[1.05, -0.26, -2.03], [0.06, 0.39, -2.30], [-0.11, 1.78, -2.75], [0.16, 2.95, -2.00], [0.11, 2.92, -0.90], [0.44, 4.07, -2.76], [0.79, 4.95, -2.24], [0.34, 4.04, -4.16], [0.67, 4.89, -4.72], [-0.11, 2.91, -4.83], [-0.12, 2.83, -5.92], [-0.45, 1.78, -4.11], [-0.82, 0.84, -4.58], [-0.94, -0.19, -2.31], [-2.84, -0.45, -0.10], [-2.63, 0.85, 0.54], [-3.89, -0.65, -0.31], [-2.37, -1.24, 0.49], [-2.36, -0.58, -1.09], [-2.80, 1.88, -0.31], [-4.18, 2.35, -0.53], [-1.98, 2.40, -0.84], [-4.43, 2.49, -1.59], [-4.38, 3.24, 0.07], [-4.78, 1.49, -0.12], [-1.75, 1.02, 1.92], [-0.45, 2.53, 1.58], [-3.18, 1.09, 3.17], [4.29, 1.77, -1.43], [4.52, 1.22, 1.15], [3.24, 1.58, -1.21], [3.50, 0.81, 1.13], [3.07, 0.53, -0.23], [2.75, 1.25, -2.13], [2.85, -0.77, -0.57], [2.62, -1.66, 0.25], [3.48, -0.10, 1.74], [2.88, -0.97, -1.68], [2.78, 2.48, -0.82], [2.83, 1.57, 1.56], [0.06, -6.36, 0.98], [2.01, -5.32, 0.07], [-0.59, -5.61, 0.51], [1.44, -4.49, -0.37], [0.16, -4.39, 0.30], [-1.45, -5.40, 1.16], [-0.43, -3.20, 0.53], [-1.60, -3.10, 0.95], [1.99, -3.54, -0.26], [0.21, -2.32, 0.34], [-0.95, -6.02, -0.44], [1.29, -4.72, -1.44], [1.20, 0.84, 4.23], [0.16, -0.18, 4.29], [-0.59, -0.68, 3.28], [-1.25, -1.83, 3.52], [-0.70, -0.11, 2.15], [1.16, 1.45, 3.30], [2.21, 0.39, 4.36], [1.04, 1.50, 5.11], [-0.03, -0.58, 5.22], [-1.69, -2.27, 2.72], [-1.54, -2.05, 4.46]], "e_lumo_ev": [2.70, 2.71], "charge": -1, "homo_energy_ev": [-1.6, -1.7], "de_lowest_kj_mol": 674.3}